Here is a 2-piece molecular cluster, HN2O4S overall at a distorted geometry from the Open Molecules 2025 dataset. Energies are from ωB97M-V/def2-TZVPD.

Computed properties:
* Kohn-Sham gap (alpha / beta): 8.519 / 5.926 eV
* spin multiplicity: 1
* net charge: -1
* energy: -809.1457 Ha

Atoms and positions in Å:
N  0.37840  -0.63653  0.70831
N  -1.95303  -1.16111  0.23874
O  -2.51583  -0.09996  0.16033
O  1.94718  -0.57409  -1.39506
O  -2.34288  -2.22139  -0.16238
O  2.61789  -1.77124  0.63918
S  1.86628  -0.64509  0.09837
H  0.47885  -1.07296  1.56842

Just the Löwdin charges please, in e? Sure, here they are: -0.242 -0.284 -0.002 -0.486 0.007 -0.489 0.557 -0.061

Here is C35H34BrF6HfIN2O4P2S2SeSi as an isolated structure at a distorted geometry from the Open Molecules 2025 dataset. Energies are from ωB97M-V/def2-TZVPD.

Computed properties:
* Kohn-Sham gap: 8.025 eV
* spin multiplicity: 1
* net charge: +2
* energy: -9453.1028 Ha

Atoms and positions in Å:
Hf  0.62798  0.70307  0.77222
N  -2.36818  0.07054  0.25940
P  -1.77002  1.66506  -0.06822
C  -3.18508  2.65742  0.46281
C  -3.32555  3.93156  -0.07873
C  -4.39907  4.71810  0.28729
C  -5.32954  4.24223  1.19822
C  -5.17270  2.98791  1.76546
C  -4.09402  2.19692  1.41141
C  -1.85399  1.74956  -1.89557
C  -3.05923  1.67363  -2.58603
C  -3.05599  1.68211  -3.96837
C  -1.85817  1.76967  -4.66061
C  -0.65371  1.83368  -3.97622
C  -0.65050  1.81937  -2.59184
P  -1.18167  -1.09982  -0.14189
C  -1.74909  -1.61976  -1.79918
C  -2.98698  -2.24363  -1.92979
C  -3.45808  -2.57894  -3.18634
C  -2.70172  -2.28403  -4.30918
C  -1.48161  -1.64012  -4.18178
C  -1.00500  -1.30348  -2.92920
C  -1.66837  -2.47877  0.94260
C  -2.27287  -2.20265  2.16887
C  -2.60490  -3.23587  3.02543
C  -2.31912  -4.54625  2.67365
C  -1.70483  -4.82245  1.46185
C  -1.36909  -3.79686  0.59739
H  -3.32446  -0.14127  -0.02859
H  -2.59679  4.29012  -0.79055
H  -4.51319  5.69842  -0.14377
H  -6.17409  4.85337  1.47115
H  -5.89380  2.62134  2.47922
H  -3.96926  1.22450  1.86542
H  -3.99077  1.62398  -2.03920
H  -3.99106  1.62729  -4.50305
H  -1.86143  1.79463  -5.73840
H  0.27863  1.89117  -4.51396
H  0.29190  1.86885  -2.04355
H  -3.57241  -2.47661  -1.05065
H  -4.40911  -3.08073  -3.28334
H  -3.05866  -2.57028  -5.28525
H  -0.89048  -1.41050  -5.05420
H  -0.05424  -0.79628  -2.82978
H  -2.50072  -1.17948  2.43881
H  -3.08630  -3.02218  3.96790
H  -2.57894  -5.34626  3.34737
H  -1.48832  -5.84377  1.18787
H  -0.90478  -4.01495  -0.35351
F  1.31316  1.20611  5.73628
C  0.40838  0.61929  4.98634
F  0.69712  -0.67476  4.86486
F  -0.79137  0.74087  5.51310
S  0.44763  1.36218  3.28271
O  -0.50819  0.62800  2.46066
O  1.74578  1.08180  2.71135
N  0.12051  2.84460  3.47180
S  0.23046  3.70432  2.13669
O  -0.91827  4.44823  1.81845
O  0.68335  2.77004  1.09959
C  1.75945  4.74938  2.46576
F  1.59388  5.58840  3.45909
F  2.15144  5.39237  1.38271
F  2.69552  3.85429  2.78790
C  5.20398  1.95911  -2.60387
Si  5.35193  1.28766  -0.83498
C  5.57588  2.48943  0.63045
C  5.86797  -0.52608  -0.57756
Se  2.62652  0.81398  -0.46675
H  6.15339  1.96450  -3.13179
H  4.81177  2.97539  -2.61002
H  4.50109  1.33589  -3.15298
H  6.59078  2.48162  1.02226
H  4.90258  2.20802  1.43924
H  5.34232  3.51661  0.35099
H  6.91965  -0.69068  -0.79698
H  5.27541  -1.16995  -1.22512
H  5.68670  -0.83770  0.44974
Br  1.49699  -2.42197  -1.25484
C  2.53735  -3.68315  -0.26506
C  3.12728  -4.75139  -0.91860
C  3.87600  -5.66268  -0.19481
C  4.03780  -5.49505  1.17147
C  3.45380  -4.42251  1.82391
C  2.69406  -3.51373  1.10201
I  1.75565  -1.79400  2.10603
H  2.98899  -4.85371  -1.98193
H  4.32545  -6.49982  -0.70318
H  4.62152  -6.20157  1.73850
H  3.58568  -4.28288  2.88300

Löwdin population analysis, charges in e, atoms 1 to 8: 0.666 -0.379 0.966 -0.365 -0.101 -0.048 -0.045 -0.055

Here is a 5-piece molecular cluster, C14H30O4S4 overall at a distorted geometry from the Open Molecules 2025 dataset. Energies are from ωB97M-V/def2-TZVPD.

Computed properties:
* Kohn-Sham gap: 9.121 eV
* spin multiplicity: 1
* net charge: 0
* energy: -2444.7387 Ha

Atoms and positions in Å:
C  -0.94329  1.45593  -0.67210
S  0.07003  1.93633  0.69541
O  -0.89410  2.24576  1.80627
C  0.82316  0.46558  1.12025
H  -0.17700  1.28357  -1.54263
H  -1.73601  2.08738  -0.95081
H  -1.42718  0.50644  -0.56324
H  0.16816  -0.40456  1.30015
H  1.53460  0.69442  1.94905
H  1.48713  0.11848  0.30130
C  -4.34188  2.11802  0.34261
S  -4.43219  0.36431  0.33084
O  -3.43732  0.01924  -0.76489
C  -3.93513  -0.10176  1.90490
H  -4.79836  2.50800  -0.61056
H  -3.37791  2.48996  0.47281
H  -4.90923  2.50589  1.19797
H  -2.79654  -0.06289  1.82048
H  -4.23869  -1.02535  2.23950
H  -4.05537  0.69232  2.55958
C  4.23948  -1.77212  5.98358
S  4.49222  -0.02090  5.67286
O  5.94954  0.15218  5.46357
C  3.88992  -0.14565  4.03896
H  4.58165  -1.91208  6.90974
H  4.86635  -2.41750  5.12625
H  3.32806  -2.07697  6.01439
H  3.01295  -0.57490  4.08166
H  4.43269  -0.99474  3.35632
H  3.50263  0.90089  3.67259
C  -0.75652  2.94426  -4.55554
S  -2.48537  2.78420  -4.09017
O  -3.29212  2.90452  -5.30390
C  -2.48448  1.03614  -3.80316
H  -0.04297  2.47580  -3.98242
H  -0.43610  3.84250  -4.56550
H  -0.58070  2.38765  -5.63172
H  -2.16898  0.39496  -4.65276
H  -3.31569  0.91923  -3.25596
H  -1.79327  0.75217  -2.88051
C  0.46573  -1.80475  -2.60935
C  0.35495  -2.05957  -1.11004
C  1.02797  -3.01200  -0.39063
C  2.13975  -3.57520  -0.88770
C  2.66368  -3.16167  -2.21773
C  1.68654  -2.18758  -3.10311
H  -0.12643  -1.17519  -3.14597
H  -0.64786  -1.63222  -0.59422
H  0.61059  -3.31315  0.57715
H  2.69058  -4.34983  -0.36675
H  3.59110  -3.28849  -2.46886
H  2.02125  -1.91706  -4.21797

Löwdin population analysis, charges in e, atoms 1 to 8: -0.303 0.814 -0.555 -0.318 0.088 0.021 -0.002 0.062

What is the net charge in the third record?
0

energy of number 2 (C35H34BrF6HfIN2O4P2S2SeSi)?
-9453.1028 Ha

What is the energy in the first record?
-809.1457 Ha